(1)
62
Properties=species:S:1:pos:R:3:forces:R:3 method="wB97M-V/def2-TZVPD" homo_energy_ha="-0.3190 / -0.3206" multiplicity=6 homo_lumo_gap_ev="8.89 / 6.48" total_energy_ha=-1876.734351 lumo_ev="0.21 / -2.25"
Ru -0.1978 -0.1775 0.3674 0.0 -0.2 -0.7
C -2.3565 0.9696 -1.7158 -0.1 0.1 0.0
N -2.0328 1.2290 -0.3053 0.0 -0.2 0.1
C -3.2429 1.1513 0.5270 0.0 0.0 0.0
C -1.3977 2.5377 -0.1151 -0.1 0.1 0.0
C -0.1084 2.6359 -0.8840 0.2 0.1 0.1
N 0.7208 1.4861 -0.5553 0.1 -0.6 0.2
C 2.0366 1.4659 -0.9830 -0.1 0.0 0.1
C 2.8971 0.4726 -0.4974 -0.2 -0.1 0.2
F 2.3825 -0.4322 0.3678 0.0 0.1 0.0
C 4.2282 0.3894 -0.8214 0.1 0.0 0.0
F 4.9627 -0.5949 -0.2991 0.0 0.0 0.0
C 4.8033 1.3151 -1.6667 0.1 0.0 0.0
C 3.9852 2.3055 -2.1632 0.0 0.1 -0.1
F 4.4892 3.2295 -2.9896 0.0 0.0 0.0
C 2.6414 2.3812 -1.8497 -0.1 0.1 -0.1
F 1.9176 3.3638 -2.4202 0.2 0.0 -0.1
H -2.9618 1.7830 -2.1321 0.0 0.0 0.0
H -2.9143 0.0404 -1.7839 0.0 0.0 0.0
H -1.4458 0.8698 -2.3050 0.0 0.0 0.0
H -3.9122 1.9896 0.3094 0.0 0.0 0.0
H -2.9693 1.1852 1.5807 0.0 0.0 0.0
H -3.7788 0.2287 0.3178 0.0 0.0 0.0
H -1.1919 2.6484 0.9508 0.0 0.0 0.1
H -2.0789 3.3406 -0.4195 0.0 0.0 0.0
H 0.3813 3.5665 -0.5911 0.0 0.0 0.0
H -0.2983 2.7074 -1.9575 0.0 0.0 0.0
H 5.8513 1.2663 -1.9262 0.0 0.0 0.0
O -2.1825 -1.5901 -0.0552 0.0 0.0 0.2
C -1.9075 -3.0259 -0.0163 0.1 0.0 -0.1
C -0.3794 -3.2186 0.0039 0.0 0.1 0.0
O 0.0514 -4.3408 0.0677 0.2 0.1 0.0
O 0.3303 -2.1207 -0.0753 0.1 0.1 0.1
C -2.3905 -3.6495 -1.3151 -0.2 0.1 0.0
C -2.3805 -2.9065 -2.4924 0.0 0.0 0.0
C -2.7698 -3.4823 -3.6946 0.0 0.0 0.0
C -3.1629 -4.8123 -3.7328 0.0 0.0 0.0
C -3.1446 -5.5653 -2.5677 0.0 0.0 0.1
C -2.7579 -4.9893 -1.3648 0.0 0.0 0.0
C -2.5420 -3.5589 1.2549 -0.2 0.1 0.1
C -1.8046 -3.6629 2.4323 0.0 0.0 0.0
C -2.4372 -3.9559 3.6336 0.0 0.0 0.0
C -3.8110 -4.1447 3.6705 0.0 0.0 0.0
C -4.5542 -4.0461 2.5009 0.0 0.0 0.0
C -3.9237 -3.7505 1.3004 0.0 0.0 0.0
H -2.5675 -1.3705 0.8056 -0.2 -0.2 0.0
H -2.0473 -1.8782 -2.4677 0.0 0.0 0.0
H -2.7591 -2.8927 -4.6039 0.0 0.0 0.0
H -3.4687 -5.2636 -4.6685 0.0 0.0 0.0
H -3.4311 -6.6103 -2.5933 0.0 0.1 0.0
H -2.7228 -5.5854 -0.4618 0.0 0.0 0.0
H -0.7308 -3.5220 2.4161 0.0 0.0 0.0
H -1.8516 -4.0300 4.5416 0.0 0.0 0.0
H -4.3036 -4.3667 4.6087 0.0 0.0 0.0
H -5.6271 -4.1955 2.5217 0.0 0.0 0.0
H -4.5043 -3.6688 0.3886 0.0 0.0 0.0
B -0.2509 0.0522 5.0950 0.1 -0.1 0.3
C -0.4666 0.0463 3.5591 -0.1 0.0 -0.1
N -0.6393 0.0544 2.4069 0.0 0.0 0.1
H 0.6955 -0.6792 5.3076 0.0 0.1 -0.1
H -1.2542 -0.4100 5.5990 0.0 0.1 -0.1
H -0.0372 1.2000 5.4242 0.0 -0.1 -0.1

(2)
118
Properties=species:S:1:pos:R:3:forces:R:3 method="wB97M-V/def2-TZVPD" total_charge=+2 homo_energy_ha="-0.4096 / -0.4096" homo_lumo_gap_ev="4.70 / 4.71" total_energy_ha=-3287.035737 lumo_ev="-6.44 / -6.44" relative_energy_kj_mol=496.9
La -0.8250 0.2703 0.7264 -0.3 1.7 -1.0
C -3.7179 2.5466 0.3935 0.0 0.1 -0.4
C -4.0426 2.3242 -1.0821 0.1 -0.1 0.2
C -2.8966 1.9922 -1.9977 -0.1 0.2 -0.1
C -2.8478 2.6207 -3.2404 0.1 -0.1 0.0
C -1.8764 2.2672 -4.1578 0.0 -0.2 0.2
C -0.9927 1.2562 -3.8114 0.0 0.0 0.1
C -1.0923 0.6971 -2.5516 0.0 0.0 -0.1
N -2.0041 1.0591 -1.6372 -0.2 0.1 -0.4
N -3.1731 1.3872 1.1203 -0.3 0.2 0.3
C -4.0801 0.2281 1.0251 -0.1 -0.4 0.0
C -3.5457 -1.0070 1.7189 -1.3 -0.3 0.6
C -4.3758 -1.7503 2.5309 0.1 0.7 -0.6
C -3.8411 -2.9064 3.1316 0.6 -0.2 -0.1
C -2.5394 -3.2248 2.9470 -0.5 -0.2 0.2
C -1.6312 -2.4333 2.0849 0.0 -0.3 0.0
N -2.2746 -1.3194 1.4659 -0.6 -1.1 1.1
C -3.0155 1.7943 2.5274 0.1 0.0 0.2
C -1.8733 2.7665 2.7008 -0.2 0.2 0.2
C -2.0144 3.9287 3.4487 0.1 -0.1 -0.1
C -0.9119 4.7449 3.6465 0.1 -0.2 -0.1
C 0.3049 4.3610 3.1024 -0.1 0.0 0.0
C 0.3557 3.2000 2.3514 0.2 0.1 0.1
N -0.7064 2.4218 2.1380 -0.2 0.4 0.3
H -4.6439 2.8876 0.8845 0.1 -0.1 0.0
H -2.9865 3.3578 0.4775 -0.1 0.0 0.0
H -4.5131 3.2388 -1.4447 0.0 0.0 0.0
H -4.7912 1.5349 -1.1880 -0.1 0.1 0.0
H -3.5818 3.3726 -3.4841 -0.1 0.1 0.0
H -1.8203 2.7520 -5.1195 0.0 0.0 -0.1
H -0.2369 0.8998 -4.4936 0.1 0.0 -0.1
H -0.4011 -0.0877 -2.2652 0.0 0.1 0.0
H -4.1853 -0.0278 -0.0329 -0.1 0.1 0.0
H -5.0708 0.4704 1.4332 0.1 0.0 -0.1
H -5.3909 -1.4522 2.7224 -0.1 0.1 0.0
H -4.4596 -3.5084 3.7803 0.0 -0.1 0.1
H -2.1251 -4.0644 3.4781 -0.1 0.0 0.1
H 0.2278 -2.7770 1.0970 0.0 -0.2 0.1
H -2.7845 0.9005 3.1195 -0.1 0.0 0.0
H -3.9441 2.2317 2.9222 0.1 -0.1 0.0
H -2.9720 4.1884 3.8722 -0.1 0.0 0.0
H -0.9998 5.6537 4.2222 0.0 0.1 0.0
H 1.1934 4.9511 3.2559 0.1 0.0 0.0
H 1.2914 2.8763 1.9041 -0.1 0.1 0.1
C -2.9937 -6.0748 -2.9617 -0.1 0.0 0.0
C -1.6240 -6.0144 -2.7583 0.1 -0.1 0.0
C -1.0673 -4.9289 -2.1105 0.0 0.0 0.0
C -1.8801 -3.8850 -1.6704 -0.2 0.3 0.0
C -3.2516 -3.9407 -1.8907 0.1 0.1 0.1
C -3.8050 -5.0380 -2.5301 -0.1 -0.1 -0.1
P -1.1438 -2.4613 -0.7860 0.5 -1.4 -0.3
C 0.5028 -2.4900 -1.6203 -0.1 0.1 0.1
C 1.7494 -2.6685 -1.0322 -0.2 0.0 0.0
C 2.8975 -2.6247 -1.8074 0.1 0.0 0.0
C 2.8269 -2.3672 -3.1646 0.0 -0.1 0.1
C 1.5917 -2.1619 -3.7569 0.0 0.0 -0.1
C 0.4430 -2.2337 -2.9936 0.0 0.0 0.1
C -0.7582 -3.2148 0.8834 -0.3 0.5 -0.4
C -0.6860 -4.6303 1.1432 0.4 0.2 0.5
C -0.1995 -5.1055 2.3457 -0.2 -0.5 -0.7
C 0.2579 -4.3744 3.4412 0.2 0.8 0.3
C 0.2578 -2.9736 3.7016 -0.1 -0.4 -0.1
C 1.0765 -2.4794 4.7439 0.1 0.1 0.2
C 1.2989 -1.1306 4.8793 0.3 -0.1 0.2
C 0.8121 -0.2377 3.9182 -0.3 -0.5 -0.1
C -0.1159 -0.6384 2.9526 0.0 -0.3 1.0
C -0.4683 -1.9973 2.9631 0.2 0.6 -0.2
H -3.4252 -6.9310 -3.4554 -0.1 -0.1 -0.1
H -0.9849 -6.8124 -3.1052 0.0 -0.1 0.0
H 0.0009 -4.8885 -1.9502 0.1 0.0 0.0
H -3.8829 -3.1265 -1.5593 -0.1 0.0 0.0
H -4.8704 -5.0860 -2.6992 -0.1 0.0 0.0
H 1.8555 -2.8731 0.0243 0.0 0.0 0.1
H 3.8548 -2.8078 -1.3450 0.1 0.0 0.1
H 3.7253 -2.3404 -3.7601 0.1 0.0 -0.1
H 1.5268 -1.9600 -4.8146 0.0 0.0 -0.2
H -0.5259 -2.1242 -3.4672 0.0 0.0 -0.1
H -1.0841 -5.3349 0.4249 0.1 -0.1 -0.1
H -0.1368 -6.1811 2.4445 0.0 -0.1 0.0
H 0.7135 -4.9657 4.2271 0.1 -0.1 0.0
H 1.5484 -3.1733 5.4229 0.1 -0.1 0.1
H 1.9173 -0.7630 5.6840 0.1 0.0 0.1
H 1.1645 0.7894 3.9485 0.1 0.0 0.0
O 1.1184 0.5978 -0.4261 0.8 0.0 -0.3
P 2.2646 1.5440 -0.6732 1.2 0.6 -0.8
C 1.6723 3.2660 -0.7372 0.1 -0.5 0.0
C 2.5808 4.3171 -0.7858 0.0 -0.1 0.0
C 2.1266 5.6216 -0.8476 0.1 0.0 0.0
C 0.7663 5.8837 -0.8852 0.0 -0.1 0.0
C -0.1424 4.8377 -0.8582 -0.1 0.1 0.0
C 0.3078 3.5320 -0.7764 0.1 -0.2 0.0
C 3.0703 1.2422 -2.2705 -0.2 0.2 0.7
C 4.2127 0.4568 -2.3434 0.0 0.0 0.1
C 4.8358 0.2669 -3.5637 0.1 0.0 0.0
C 4.3154 0.8455 -4.7093 0.0 0.0 0.0
C 3.1630 1.6121 -4.6391 -0.1 0.0 -0.1
C 2.5438 1.8198 -3.4202 -0.1 0.0 0.0
C 3.5257 1.3478 0.6119 -0.4 0.0 -0.3
C 3.2328 0.5067 1.6793 -0.2 0.0 -0.1
C 4.1788 0.2755 2.6617 0.0 0.0 0.1
C 5.4274 0.8688 2.5689 0.0 0.0 0.0
C 5.7271 1.6996 1.4985 0.0 0.1 0.0
C 4.7805 1.9444 0.5208 0.0 0.0 0.0
H 3.6401 4.1141 -0.7859 0.1 0.1 0.0
H 2.8350 6.4339 -0.8716 0.1 0.1 0.0
H 0.4169 6.9018 -0.9519 0.0 0.1 0.0
H -1.2010 5.0448 -0.9079 -0.1 0.0 0.0
H -0.4005 2.7096 -0.7502 0.0 0.2 -0.1
H 4.6161 0.0109 -1.4451 0.1 -0.1 0.0
H 5.7371 -0.3230 -3.6148 0.1 -0.1 0.0
H 4.8129 0.7072 -5.6572 0.0 0.0 -0.1
H 2.7603 2.0610 -5.5341 0.0 0.1 -0.1
H 1.6586 2.4387 -3.3530 0.0 0.1 0.0
H 2.2642 0.0187 1.7225 0.1 0.0 0.1
H 3.9414 -0.3728 3.4927 0.0 -0.1 0.0
H 6.1739 0.6742 3.3227 0.1 0.0 0.1
H 6.7040 2.1497 1.4202 0.1 0.1 0.0
H 5.0269 2.5718 -0.3232 0.1 0.0 -0.1

(3)
17
Properties=species:S:1:pos:R:3:forces:R:3 method="wB97M-V/def2-TZVPD" homo_energy_ha=-0.3098 homo_lumo_gap_ev=9.56 total_energy_ha=-360.025699 lumo_ev=1.12 relative_energy_kj_mol=450.5
C 1.4591 1.4250 -0.7996 2.0 -2.1 -1.3
C 1.1701 0.4363 0.3051 -1.7 -0.1 -0.4
N 0.1423 1.0490 1.2078 -3.0 -1.4 0.5
C -1.0838 0.5798 1.3296 3.5 -0.9 -1.3
N -1.6154 -0.6136 0.5274 3.5 1.0 1.9
N -0.7489 -0.5451 -0.6312 -2.6 0.8 0.0
C -0.0098 -1.5222 -1.4368 0.0 0.3 0.5
C 0.5051 -0.8718 -0.2018 3.0 0.3 2.1
H 0.6774 1.3354 -1.6063 0.9 0.4 0.9
H 2.4956 1.1418 -1.1793 -1.3 0.0 -0.3
H 1.6928 2.3983 -0.4764 -0.6 1.4 0.6
H 1.9539 0.1580 1.0000 0.7 0.4 -0.3
H -1.6739 0.9981 2.1512 -0.3 -0.3 -0.6
H -2.5140 -0.3690 0.3277 -3.2 0.6 -1.2
H 0.2562 -1.0296 -2.3510 -0.2 -0.3 -0.6
H -0.1959 -2.5884 -1.4436 0.0 0.0 0.2
H 0.6181 -1.5583 0.6704 -0.7 0.0 -0.7

(4)
57
Properties=species:S:1:pos:R:3:forces:R:3 method="wB97M-V/def2-TZVPD" homo_energy_ha=-0.3068 homo_lumo_gap_ev=8.80 total_energy_ha=-1341.639210 lumo_ev=0.46 relative_energy_kj_mol=39.9
C 7.7228 2.8373 -0.2462 0.4 0.1 0.0
O 6.6124 1.9617 -0.1351 -0.4 -0.2 0.0
C 6.9095 0.6504 -0.0773 0.4 0.1 0.0
O 8.0426 0.2358 -0.1092 -0.1 0.1 0.0
C 5.7067 -0.2030 0.0303 -0.3 -0.3 0.1
C 5.8701 -1.5849 0.1014 0.1 0.3 0.0
C 4.7654 -2.4004 0.2268 0.0 0.1 0.0
C 3.4741 -1.8833 0.2721 0.0 0.2 0.0
C 2.3079 -2.7912 0.4765 -0.1 -0.1 -0.1
C 3.3150 -0.4959 0.1532 0.4 -0.3 -0.1
N 2.0415 0.1025 0.1851 0.0 0.3 0.3
C 0.9859 -0.2303 -0.6233 0.1 0.1 0.0
O 1.0390 -1.1011 -1.4670 0.0 0.0 -0.1
C -0.2485 0.5594 -0.3700 -0.3 0.2 0.1
C -1.1604 0.6987 -1.4118 0.1 0.0 0.0
C -2.3592 1.3510 -1.2134 0.1 0.1 0.1
C -2.6962 1.8488 0.0408 0.2 0.2 0.1
C -4.0578 2.4451 0.3104 -0.1 0.0 0.1
N -5.1609 1.4999 0.3939 0.0 0.1 0.1
C -5.7174 1.0290 -0.8649 -0.4 0.1 -0.1
C -5.5167 -0.4763 -1.1562 0.0 0.1 0.1
C -4.2861 -1.0266 -0.5040 0.0 -0.2 0.1
C -3.4226 -1.9115 -1.1286 -0.1 0.0 0.1
C -2.3308 -2.4165 -0.4444 0.0 -0.1 0.0
C -2.1036 -2.0429 0.8689 0.1 -0.1 0.1
C -2.9520 -1.1449 1.4926 -0.2 -0.1 0.0
C -4.0402 -0.6298 0.8086 0.0 -0.2 0.0
C -4.9601 0.4265 1.3560 -0.1 0.0 0.0
C -1.7719 1.7280 1.0723 -0.1 0.2 -0.1
C -0.5592 1.0972 0.8750 0.2 0.0 -0.2
C 4.4254 0.3325 0.0559 0.1 -0.1 0.0
H 8.3827 2.7256 0.6169 0.0 0.0 -0.1
H 8.2920 2.6156 -1.1514 0.0 0.1 0.1
H 7.3147 3.8440 -0.2881 0.0 -0.1 0.0
H 6.8685 -1.9925 0.0711 0.1 0.0 0.0
H 4.8991 -3.4692 0.3065 0.0 -0.1 0.0
H 2.6369 -3.7700 0.8154 0.0 0.0 0.1
H 1.6183 -2.3686 1.2065 -0.1 0.0 0.1
H 1.7581 -2.9042 -0.4583 0.0 -0.1 0.1
H 2.0107 1.0189 0.6089 -0.1 -0.1 0.0
H -0.9104 0.2786 -2.3742 0.0 -0.1 -0.1
H -3.0470 1.4556 -2.0388 -0.1 0.0 -0.1
H -4.3102 3.1729 -0.4655 0.0 0.0 0.1
H -4.0296 2.9764 1.2684 0.1 0.1 -0.1
H -5.2957 1.6168 -1.6814 0.0 0.0 0.0
H -6.7971 1.2340 -0.8436 0.1 -0.1 -0.2
H -6.3762 -1.0241 -0.7564 0.0 0.0 -0.1
H -5.4931 -0.6444 -2.2338 -0.1 0.0 0.0
H -3.6051 -2.2071 -2.1520 0.0 0.0 -0.1
H -1.6530 -3.0969 -0.9367 0.1 -0.1 -0.1
H -1.2558 -2.4449 1.4043 0.1 0.0 0.0
H -2.7675 -0.8400 2.5134 0.1 0.1 0.1
H -4.5685 0.8523 2.2818 0.0 -0.1 0.1
H -5.9472 -0.0030 1.5680 0.1 0.0 0.1
H -2.0138 2.1206 2.0502 -0.1 0.0 0.1
H 0.1204 0.9860 1.7083 0.0 0.0 0.1
H 4.2937 1.4023 -0.0081 0.0 0.1 0.0